Entry 1:
{
  "formula": "C10H14O5",
  "method": "ωB97M-V/def2-TZVPD",
  "species": ["C", "C", "O", "C", "O", "C", "C", "C", "O", "C", "C", "O", "C", "O", "C", "H", "H", "H", "H", "H", "H", "H", "H", "H", "H", "H", "H", "H", "H"],
  "coordinates": [[0.96628, 3.18015, 2.30035], [-0.60487, 3.12326, 1.98978], [-1.13204, 1.75084, 1.81661], [-1.65224, 1.24749, 0.69200], [-2.03732, 1.92705, -0.28031], [-1.77901, -0.23739, 0.70992], [-0.60282, -1.23257, 1.25045], [0.58030, -1.20517, 0.22321], [1.65069, -0.95050, 0.65132], [0.40940, -1.35734, -1.32888], [-0.05570, -2.71332, -1.71388], [0.17678, -2.81539, -3.17809], [1.15413, -1.89309, -3.41527], [1.87949, -1.85781, -4.43357], [1.55498, -1.12448, -2.27401], [1.45896, 2.93288, 1.31494], [1.41952, 4.13687, 2.70384], [1.19701, 2.35459, 3.00906], [-0.82742, 3.52017, 1.00426], [-1.12003, 3.77667, 2.71496], [-2.29062, -0.47635, -0.25203], [-2.53085, -0.33974, 1.44283], [-0.24128, -0.87798, 2.18016], [-0.78744, -2.32531, 1.41783], [-0.39298, -0.65036, -1.68173], [0.54523, -3.39690, -1.14174], [-1.08529, -2.96158, -1.42094], [1.64033, -0.03359, -2.48936], [2.50680, -1.50111, -1.81173]],
  "nbo_charge": [-0.646, -0.072, -0.531, 0.794, -0.604, -0.518, -0.482, 0.610, -0.522, -0.350, -0.071, -0.464, 0.763, -0.557, -0.527, 0.216, 0.232, 0.222, 0.205, 0.196, 0.245, 0.247, 0.244, 0.237, 0.227, 0.179, 0.204, 0.260, 0.266],
  "smiles": "CCOC(=O)CCC(=O)[C@@H]1COC(=O)C1",
  "e_above_lowest_ev": 1.651,
  "e_tot_ha": -765.5921,
  "homo_energy_ha": -0.3672,
  "lumo_energy_ha": 0.018,
  "orbital_gap_ha": 0.38569
}



Entry 2:
{
  "formula": "C40H108BrF12N9O21S4",
  "method": "ωB97M-V/def2-TZVPD",
  "species": ["C", "C", "C", "O", "C", "N", "H", "H", "H", "H", "H", "H", "H", "H", "H", "H", "H", "H", "C", "C", "C", "O", "C", "N", "H", "H", "H", "H", "H", "H", "H", "H", "H", "H", "H", "H", "C", "C", "C", "O", "C", "N", "H", "H", "H", "H", "H", "H", "H", "H", "H", "H", "H", "H", "C", "C", "C", "O", "C", "N", "H", "H", "H", "H", "H", "H", "H", "H", "H", "H", "H", "H", "C", "C", "C", "O", "C", "N", "H", "H", "H", "H", "H", "H", "H", "H", "H", "H", "H", "H", "C", "C", "C", "O", "C", "N", "H", "H", "H", "H", "H", "H", "H", "H", "H", "H", "H", "H", "C", "C", "C", "O", "C", "N", "H", "H", "H", "H", "H", "H", "H", "H", "H", "H", "H", "H", "C", "C", "C", "O", "C", "N", "H", "H", "H", "H", "H", "H", "H", "H", "H", "H", "H", "H", "C", "C", "C", "O", "C", "N", "H", "H", "H", "H", "H", "H", "H", "H", "H", "H", "H", "H", "C", "F", "F", "F", "S", "O", "O", "O", "C", "F", "F", "F", "S", "O", "O", "O", "C", "F", "F", "F", "S", "O", "O", "O", "C", "F", "F", "F", "S", "O", "O", "O", "Br"],
  "coordinates": [[-2.69752, 8.42738, 4.89430], [-1.57697, 9.17717, 4.27475], [-2.00428, 10.29969, 3.25002], [-0.95410, 10.92337, 2.50289], [-1.49660, 11.67627, 1.43085], [-0.74555, 9.80904, 5.44318], [0.06256, 10.33484, 5.14219], [-1.24260, 10.42396, 6.07159], [-0.26703, 9.15778, 6.04898], [-3.01573, 8.72568, 5.89323], [-2.34041, 7.40190, 4.98898], [-3.57062, 8.37153, 4.24415], [-0.98085, 8.44154, 3.73478], [-2.48195, 11.09365, 3.82409], [-2.79876, 9.89136, 2.62539], [-0.74402, 12.05008, 0.73661], [-2.07655, 12.47715, 1.88950], [-2.15374, 11.06879, 0.80855], [2.88690, 15.08537, 1.56407], [1.70271, 14.66216, 0.66939], [0.34871, 15.19115, 1.19254], [-0.65864, 15.14615, 0.16150], [-1.92979, 15.70340, 0.48375], [1.92099, 15.01046, -0.86181], [1.97294, 16.01758, -0.91760], [2.77642, 14.53952, -1.11982], [1.11337, 14.65989, -1.35674], [3.05321, 16.16236, 1.54119], [3.81232, 14.63985, 1.19910], [2.94487, 14.72163, 2.58995], [1.62162, 13.60292, 0.42536], [0.40663, 16.20389, 1.59144], [0.14237, 14.59145, 2.07903], [-1.88285, 16.72550, 0.85956], [-2.40233, 15.14564, 1.29226], [-2.51302, 15.48292, -0.41029], [-10.11164, 15.06857, 1.53846], [-9.71362, 13.76904, 2.18610], [-8.80298, 12.77886, 1.27470], [-8.14825, 11.76760, 1.96350], [-7.21191, 11.06724, 1.19984], [-8.99285, 13.96938, 3.53593], [-9.53728, 14.50614, 4.19593], [-8.86716, 13.04698, 3.92765], [-8.13704, 14.49750, 3.62972], [-10.63890, 14.99534, 0.58728], [-9.24356, 15.72224, 1.45342], [-10.71834, 15.73633, 2.15012], [-10.65287, 13.30827, 2.49204], [-8.08130, 13.40486, 0.74992], [-9.38583, 12.44098, 0.41784], [-6.38813, 11.73089, 0.93707], [-7.61168, 10.56595, 0.31837], [-6.71576, 10.24374, 1.71343], [-3.07438, 13.41233, -2.10696], [-3.82127, 12.26569, -1.42740], [-5.36921, 12.33276, -1.76888], [-5.61789, 12.25670, -3.16123], [-7.05078, 12.31414, -3.43458], [-3.27591, 10.88554, -1.96293], [-2.32972, 10.93409, -2.31288], [-3.38897, 10.17221, -1.25691], [-3.77580, 10.44946, -2.72454], [-3.61093, 14.35593, -2.00765], [-3.12426, 13.38726, -3.19552], [-2.02441, 13.56008, -1.85429], [-3.73590, 12.28594, -0.34095], [-5.85565, 13.26088, -1.46874], [-5.94968, 11.53899, -1.29869], [-7.36768, 11.29911, -3.67414], [-7.33542, 12.93297, -4.28555], [-7.73078, 12.57600, -2.62394], [-2.74380, 18.53863, -2.01818], [-1.30627, 18.15188, -2.54476], [-1.39411, 17.05343, -3.64383], [-0.10389, 16.35200, -3.77554], [-0.10422, 15.41974, -4.90402], [-0.64153, 19.44854, -2.99442], [-1.05801, 19.63970, -3.89448], [-0.68469, 20.24887, -2.37985], [0.31070, 19.17699, -3.19345], [-2.71957, 18.76053, -0.95128], [-3.55955, 17.82802, -2.15114], [-3.20246, 19.47143, -2.34624], [-0.84825, 17.78433, -1.62649], [-1.60763, 17.60646, -4.55852], [-2.26179, 16.41816, -3.46591], [-0.14287, 15.93480, -5.86388], [-0.87570, 14.65532, -4.81148], [0.90783, 15.01559, -4.88154], [-5.18885, 13.62730, -6.35649], [-4.60000, 13.33934, -7.79133], [-3.19320, 12.73516, -7.73244], [-3.23991, 11.48323, -7.07047], [-2.39382, 11.34244, -5.90229], [-5.57170, 12.37206, -8.44361], [-5.03376, 11.53529, -8.61836], [-6.43274, 12.16734, -7.95698], [-5.92928, 12.68467, -9.33496], [-5.31381, 12.69865, -5.79962], [-6.23240, 13.93922, -6.31389], [-4.66218, 14.46925, -5.90722], [-4.70148, 14.05363, -8.60840], [-2.64936, 13.45730, -7.12346], [-2.87985, 12.72298, -8.77636], [-2.42862, 12.15301, -5.17437], [-1.35770, 11.17334, -6.19549], [-2.76267, 10.47637, -5.35276], [-7.91838, 15.91799, -4.01924], [-9.19332, 16.43375, -3.46949], [-10.31656, 15.41164, -3.80328], [-10.08229, 14.23856, -3.12952], [-10.95247, 13.22146, -3.37315], [-9.04745, 16.73088, -1.96643], [-8.47106, 16.03463, -1.51576], [-8.55776, 17.61121, -1.89336], [-9.97755, 16.83069, -1.58559], [-7.70556, 14.94122, -3.58481], [-7.02574, 16.54237, -4.05712], [-8.06117, 15.43459, -4.98569], [-9.47349, 17.36689, -3.95822], [-10.48330, 15.43355, -4.88023], [-11.29649, 15.83251, -3.57809], [-11.97776, 13.56759, -3.24231], [-10.70180, 12.49204, -2.60295], [-10.87524, 12.77382, -4.36398], [-9.57960, 8.03186, -9.44153], [-8.80700, 8.61946, -8.21530], [-7.42147, 9.13670, -8.59102], [-6.77473, 9.89753, -7.58547], [-6.43916, 9.31191, -6.28579], [-9.65155, 9.77241, -7.55722], [-9.23056, 10.66038, -7.79039], [-10.61858, 9.76055, -7.84846], [-9.74036, 9.65388, -6.55814], [-8.98314, 7.26294, -9.93254], [-9.87052, 8.83010, -10.12438], [-10.42346, 7.39265, -9.18191], [-8.66563, 7.83389, -7.47301], [-7.46003, 9.72929, -9.50506], [-6.84755, 8.26947, -8.91752], [-5.64844, 8.56536, -6.36009], [-7.24702, 8.86228, -5.70849], [-5.88725, 10.07731, -5.74021], [-1.14742, 8.09033, -0.76488], [-1.80105, 6.67383, -1.02805], [-1.03873, 5.85775, -2.13608], [0.27012, 5.42588, -1.65986], [1.15035, 4.78978, -2.58480], [-1.76273, 5.87903, 0.23719], [-0.87944, 5.93231, 0.72409], [-2.37853, 6.35542, 0.88058], [-2.21273, 4.97637, 0.18412], [-0.96107, 8.67519, -1.66562], [-0.14556, 8.13890, -0.33822], [-1.84571, 8.71241, -0.20498], [-2.87075, 6.87017, -1.10085], [-0.93490, 6.47034, -3.03165], [-1.47084, 4.96910, -2.59617], [1.60131, 3.91430, -2.11761], [1.83058, 5.38042, -3.19844], [0.58289, 4.47035, -3.45890], [-6.03672, 17.52248, 0.96605], [-5.22022, 17.79688, 1.99959], [-7.24025, 17.93595, 1.24268], [-5.63703, 18.06320, -0.12460], [-6.27314, 15.54825, 0.77279], [-5.02248, 14.94962, 0.34100], [-6.69241, 15.03224, 2.07905], [-7.33133, 15.41420, -0.23952], [-6.28124, 7.04726, 0.49668], [-6.58441, 6.02367, 1.27773], [-5.81516, 6.60184, -0.68324], [-7.33618, 7.83160, 0.36759], [-4.82002, 8.12076, 1.30543], [-3.66539, 7.23483, 1.38519], [-4.59957, 9.24106, 0.37397], [-5.35022, 8.49864, 2.62606], [-9.01202, 8.40344, -2.17977], [-7.78910, 8.78793, -2.33906], [-9.04175, 7.37474, -1.38247], [-9.68096, 9.29294, -1.56707], [-9.72777, 7.87115, -3.93071], [-9.62460, 9.11209, -4.72536], [-8.90073, 6.81615, -4.35438], [-11.12706, 7.41863, -3.76861], [1.74987, 10.43397, -3.38430], [1.58447, 9.15949, -3.09520], [2.98526, 10.84487, -3.22281], [1.46712, 10.45980, -4.67843], [0.53236, 11.47914, -2.29999], [0.33704, 10.80285, -1.00759], [1.01451, 12.82628, -2.22064], [-0.76449, 11.57423, -3.01595], [-3.90733, 8.09698, -3.81842]],
  "mulliken_charge": [-1.253, 0.210, -0.128, -0.483, 0.082, -0.298, 0.339, 0.369, 0.352, 0.464, 0.350, 0.218, 0.331, 0.317, -0.138, -0.212, 0.560, 0.043, -1.470, 0.205, -0.889, 0.296, -0.870, -0.011, 0.388, 0.425, 0.034, 0.381, 0.459, 0.369, 0.320, 0.490, 0.368, 0.449, 0.390, -0.107, -1.070, -0.004, 0.056, -0.486, 0.140, -0.143, 0.413, 0.395, 0.221, 0.292, 0.071, 0.465, 0.403, -0.332, 0.556, 0.030, 0.081, 0.051, -1.081, 0.949, -1.240, 0.515, -1.287, 2.832, -0.198, -0.444, -0.472, 0.333, -0.436, 0.460, -0.444, 0.277, 0.724, 0.516, 0.033, 0.260, -1.678, 0.508, -0.490, -0.362, -0.702, -0.078, 0.409, 0.316, 0.356, 0.437, 0.195, 0.520, 0.038, 0.506, 0.158, 0.375, 0.185, 0.312, -1.352, 0.117, -0.545, -0.396, -0.299, -0.069, 0.323, 0.077, 0.417, 0.157, 0.403, 0.417, 0.459, 0.195, 0.514, 0.041, 0.417, 0.065, -1.215, 0.203, -1.108, 0.020, -0.900, 0.220, 0.080, 0.440, 0.397, 0.052, 0.395, 0.511, 0.388, 0.489, 0.517, 0.428, 0.180, 0.301, -1.576, 0.450, -1.059, 0.004, -0.362, 0.032, 0.345, 0.465, 0.186, 0.406, 0.418, 0.438, 0.206, 0.367, 0.399, 0.368, 0.171, -0.159, -0.725, 0.525, -1.109, -0.372, -0.808, 0.037, 0.416, 0.346, 0.396, -0.088, 0.597, 0.025, -0.094, 0.471, 0.632, 0.282, 0.281, 0.348, 0.449, -0.215, -0.223, -0.187, 0.658, -0.293, -0.671, -1.243, 0.475, -0.197, -0.187, -0.187, 0.790, -0.973, -0.528, -0.667, 0.500, -0.072, -0.256, -0.245, 1.083, -0.837, -0.651, -0.688, 0.426, -0.189, -0.189, -0.215, 1.258, -0.711, -0.620, -1.089, -0.697],
  "e_tot_ha": -9025.3680,
  "homo_energy_ha": -0.4857,
  "lumo_energy_ha": -0.288,
  "total_charge": 4,
  "orbital_gap_ha": 0.19791
}



What did the first record say?
{
  "formula": "C10H14O5",
  "method": "ωB97M-V/def2-TZVPD",
  "species": ["C", "C", "O", "C", "O", "C", "C", "C", "O", "C", "C", "O", "C", "O", "C", "H", "H", "H", "H", "H", "H", "H", "H", "H", "H", "H", "H", "H", "H"],
  "coordinates": [[0.96628, 3.18015, 2.30035], [-0.60487, 3.12326, 1.98978], [-1.13204, 1.75084, 1.81661], [-1.65224, 1.24749, 0.69200], [-2.03732, 1.92705, -0.28031], [-1.77901, -0.23739, 0.70992], [-0.60282, -1.23257, 1.25045], [0.58030, -1.20517, 0.22321], [1.65069, -0.95050, 0.65132], [0.40940, -1.35734, -1.32888], [-0.05570, -2.71332, -1.71388], [0.17678, -2.81539, -3.17809], [1.15413, -1.89309, -3.41527], [1.87949, -1.85781, -4.43357], [1.55498, -1.12448, -2.27401], [1.45896, 2.93288, 1.31494], [1.41952, 4.13687, 2.70384], [1.19701, 2.35459, 3.00906], [-0.82742, 3.52017, 1.00426], [-1.12003, 3.77667, 2.71496], [-2.29062, -0.47635, -0.25203], [-2.53085, -0.33974, 1.44283], [-0.24128, -0.87798, 2.18016], [-0.78744, -2.32531, 1.41783], [-0.39298, -0.65036, -1.68173], [0.54523, -3.39690, -1.14174], [-1.08529, -2.96158, -1.42094], [1.64033, -0.03359, -2.48936], [2.50680, -1.50111, -1.81173]],
  "nbo_charge": [-0.646, -0.072, -0.531, 0.794, -0.604, -0.518, -0.482, 0.610, -0.522, -0.350, -0.071, -0.464, 0.763, -0.557, -0.527, 0.216, 0.232, 0.222, 0.205, 0.196, 0.245, 0.247, 0.244, 0.237, 0.227, 0.179, 0.204, 0.260, 0.266],
  "smiles": "CCOC(=O)CCC(=O)[C@@H]1COC(=O)C1",
  "e_above_lowest_ev": 1.651,
  "e_tot_ha": -765.5921,
  "homo_energy_ha": -0.3672,
  "lumo_energy_ha": 0.018,
  "orbital_gap_ha": 0.38569
}